1.
{
  "formula": "C27H44O27",
  "method": "the ωB97M-V functional and the def2-TZVPD basis",
  "largest_force_ev_per_a": 5.280,
  "homo_lumo_gap_ev": 9.92,
  "e_above_lowest_ev": 0.709,
  "smiles": "O=C1OCCO1.O=C1OCCO1.O=C1OCCO1.O=C1OCCO1.O=C1OCCO1.O=C1OCCO1.O=C1OCCO1.O=C1OCCO1.CO.CO.CO",
  "species": ["C", "O", "H", "H", "H", "H", "C", "O", "H", "H", "H", "H", "C", "O", "H", "H", "H", "H", "C", "C", "O", "C", "O", "O", "H", "H", "H", "H", "C", "C", "O", "C", "O", "O", "H", "H", "H", "H", "C", "C", "O", "C", "O", "O", "H", "H", "H", "H", "C", "C", "O", "C", "O", "O", "H", "H", "H", "H", "C", "C", "O", "C", "O", "O", "H", "H", "H", "H", "C", "C", "O", "C", "O", "O", "H", "H", "H", "H", "C", "C", "O", "C", "O", "O", "H", "H", "H", "H", "C", "C", "O", "C", "O", "O", "H", "H", "H", "H"],
  "coordinates": [[3.49, -1.08, -3.38], [4.15, -2.06, -2.59], [3.30, -0.23, -2.72], [4.14, -0.75, -4.23], [2.49, -1.46, -3.73], [4.16, -2.84, -3.15], [0.21, -0.73, -0.84], [0.08, 0.67, -0.56], [-0.27, -1.39, -0.11], [-0.19, -0.93, -1.85], [1.25, -1.02, -0.92], [0.66, 0.81, 0.21], [3.97, -0.54, 0.92], [3.41, -1.67, 0.27], [3.77, -0.60, 1.96], [5.06, -0.51, 0.78], [3.47, 0.37, 0.53], [3.74, -1.63, -0.63], [-1.44, 3.45, -2.13], [-2.85, 3.04, -2.21], [-3.24, 3.81, -3.33], [-2.19, 3.88, -4.20], [-2.18, 4.21, -5.32], [-1.00, 3.47, -3.54], [-0.89, 2.72, -1.58], [-1.27, 4.46, -1.78], [-3.35, 3.32, -1.29], [-3.00, 1.97, -2.34], [-0.05, 0.42, -5.01], [-1.15, 1.06, -5.90], [-2.34, 0.83, -5.16], [-2.18, -0.27, -4.35], [-3.11, -0.79, -3.82], [-0.86, -0.61, -4.27], [0.46, 1.12, -4.29], [0.67, -0.11, -5.63], [-1.29, 0.52, -6.82], [-0.93, 2.09, -6.09], [-1.84, -0.22, 3.33], [-1.08, -0.65, 4.56], [0.25, -0.16, 4.35], [0.37, 0.03, 3.03], [1.41, 0.38, 2.49], [-0.78, -0.20, 2.32], [-2.21, 0.82, 3.35], [-2.70, -0.85, 3.04], [-1.02, -1.75, 4.60], [-1.60, -0.32, 5.45], [-2.14, -6.21, 1.58], [-2.92, -5.28, 2.41], [-2.81, -3.97, 1.76], [-2.08, -4.15, 0.68], [-1.83, -3.23, -0.14], [-1.56, -5.39, 0.50], [-2.69, -7.05, 1.15], [-1.27, -6.58, 2.14], [-2.65, -5.38, 3.45], [-3.97, -5.50, 2.32], [1.51, -3.21, 1.51], [2.45, -3.18, 2.67], [2.15, -4.45, 3.27], [0.92, -4.83, 2.95], [0.32, -5.73, 3.48], [0.41, -4.01, 2.00], [1.90, -3.86, 0.70], [1.16, -2.18, 1.33], [2.22, -2.45, 3.44], [3.46, -3.11, 2.28], [-0.01, 3.21, 2.29], [0.72, 4.39, 2.93], [0.98, 3.98, 4.26], [0.10, 2.99, 4.56], [-0.07, 2.60, 5.66], [-0.55, 2.58, 3.46], [0.59, 2.56, 1.68], [-0.82, 3.45, 1.59], [0.07, 5.29, 2.90], [1.70, 4.61, 2.46], [4.46, 5.13, -0.74], [4.83, 3.90, -1.65], [3.82, 2.91, -1.33], [2.85, 3.48, -0.55], [1.84, 2.92, -0.28], [3.17, 4.77, -0.21], [4.23, 6.00, -1.36], [5.25, 5.27, 0.01], [5.81, 3.44, -1.55], [4.76, 4.23, -2.68], [-3.48, -0.13, 0.54], [-4.24, -0.51, -0.79], [-5.13, -1.53, -0.45], [-4.93, -1.94, 0.86], [-5.52, -2.80, 1.42], [-3.96, -1.17, 1.42], [-3.80, 0.83, 0.92], [-2.40, -0.16, 0.36], [-3.53, -0.97, -1.47], [-4.78, 0.33, -1.20]]
}

---

2.
{
  "formula": "C3HCl3O",
  "method": "the ωB97M-V functional and the def2-TZVPD basis",
  "largest_force_ev_per_a": 1.689,
  "homo_lumo_gap_ev": [7.55, 7.55],
  "e_above_lowest_ev": 5.592,
  "species": ["C", "C", "C", "O", "Cl", "Cl", "Cl", "H"],
  "coordinates": [[-0.70, -0.75, -0.96], [1.55, -0.19, -0.02], [-0.64, 0.40, 0.09], [0.71, 0.82, -0.04], [-1.86, -1.88, -0.76], [3.14, 0.43, -0.15], [-0.83, -0.10, 1.77], [-1.37, 1.26, 0.08]]
}

---

3.
{
  "formula": "C31H51HoN6O5PS",
  "method": "the ωB97M-V functional and the def2-TZVPD basis",
  "largest_force_ev_per_a": 2.046,
  "homo_lumo_gap_ev": [8.91, 8.90],
  "e_above_lowest_ev": 0.000,
  "spin_multiplicity": 5,
  "charge": 3,
  "s_squared": 6.004,
  "species": ["Ho", "O", "C", "C", "C", "C", "N", "C", "C", "C", "C", "C", "C", "O", "C", "C", "N", "H", "H", "H", "H", "H", "H", "H", "H", "H", "H", "H", "H", "O", "S", "C", "C", "C", "C", "H", "H", "H", "H", "H", "H", "H", "H", "C", "N", "C", "C", "O", "H", "H", "H", "H", "H", "H", "H", "O", "P", "N", "C", "C", "C", "C", "N", "C", "C", "C", "C", "N", "C", "C", "C", "C", "H", "H", "H", "H", "H", "H", "H", "H", "H", "H", "H", "H", "H", "H", "H", "H", "H", "H", "H", "H", "H", "H", "H", "H"],
  "coordinates": [[-0.47, 0.48, -0.48], [1.75, 4.36, 5.16], [2.47, 4.56, 3.98], [1.82, 3.78, 2.88], [2.39, 3.60, 1.62], [1.73, 2.84, 0.68], [0.54, 2.25, 0.89], [-0.05, 2.47, 2.09], [0.57, 3.21, 3.09], [-1.40, 1.91, 2.31], [-2.24, 2.47, 3.25], [-3.48, 1.90, 3.52], [-4.39, 2.54, 4.52], [-3.79, 3.71, 5.00], [-3.82, 0.75, 2.81], [-2.95, 0.27, 1.85], [-1.77, 0.84, 1.57], [2.14, 4.88, 5.88], [3.52, 4.24, 4.08], [2.48, 5.62, 3.69], [3.35, 4.05, 1.38], [2.15, 2.72, -0.32], [0.12, 3.35, 4.06], [-1.98, 3.37, 3.79], [-4.60, 1.83, 5.33], [-5.34, 2.77, 4.02], [-4.39, 4.18, 5.59], [-4.75, 0.23, 3.01], [-3.20, -0.61, 1.28], [-2.47, -0.22, -1.22], [-3.59, -0.06, -2.27], [-5.16, -0.41, -1.38], [-5.44, -1.90, -1.51], [-5.03, -2.26, -2.93], [-3.63, -1.70, -3.12], [-5.92, 0.18, -1.89], [-5.06, -0.05, -0.36], [-6.49, -2.11, -1.33], [-4.85, -2.47, -0.79], [-5.72, -1.81, -3.64], [-5.05, -3.34, -3.09], [-3.37, -1.56, -4.17], [-2.86, -2.30, -2.62], [-0.53, 0.17, -4.51], [-0.83, 1.59, -4.50], [-1.04, 2.16, -5.81], [-0.84, 2.30, -3.40], [-0.60, 1.86, -2.25], [-1.28, -0.35, -5.10], [-0.52, -0.24, -3.49], [0.44, 0.01, -4.98], [-0.09, 2.23, -6.35], [-1.47, 3.15, -5.73], [-1.70, 1.53, -6.39], [-1.07, 3.37, -3.54], [0.34, -1.31, -1.42], [1.50, -1.59, -0.51], [2.68, -0.43, -0.84], [2.57, 0.32, -2.12], [3.95, 0.95, -2.35], [4.72, 0.67, -1.06], [4.11, -0.65, -0.59], [0.93, -1.10, 1.03], [-0.04, -2.09, 1.60], [0.41, -2.34, 3.04], [1.14, -1.04, 3.39], [1.90, -0.75, 2.10], [1.86, -3.19, -0.47], [2.88, -3.79, 0.41], [3.40, -5.02, -0.35], [3.02, -4.75, -1.81], [1.68, -4.05, -1.65], [1.78, 1.09, -2.01], [2.30, -0.35, -2.94], [3.88, 2.02, -2.56], [4.44, 0.48, -3.19], [4.53, 1.44, -0.32], [5.79, 0.58, -1.22], [4.30, -0.84, 0.47], [4.50, -1.48, -1.18], [-0.05, -3.00, 1.00], [-1.05, -1.65, 1.59], [1.11, -3.17, 3.09], [-0.42, -2.55, 3.71], [1.80, -1.14, 4.25], [0.41, -0.24, 3.59], [2.78, -1.39, 2.06], [2.21, 0.29, 2.01], [2.43, -4.09, 1.36], [3.68, -3.08, 0.62], [2.90, -5.92, -0.01], [4.47, -5.15, -0.22], [2.95, -5.67, -2.39], [3.74, -4.09, -2.29], [0.90, -4.78, -1.43], [1.37, -3.46, -2.51]]
}

---

4.
{
  "formula": "C8H10",
  "method": "the ωB97M-V functional and the def2-TZVPD basis",
  "largest_force_ev_per_a": 5.345,
  "homo_lumo_gap_ev": 10.03,
  "e_above_lowest_ev": 3.026,
  "smiles": "c1ccccc1.C=C",
  "species": ["C", "C", "C", "C", "C", "C", "C", "C", "H", "H", "H", "H", "H", "H", "H", "H", "H", "H"],
  "coordinates": [[1.31, -1.92, -0.40], [1.19, -3.04, -1.10], [0.41, 2.07, -0.08], [0.21, 0.83, -0.75], [-0.76, 0.06, -0.18], [-1.74, 0.45, 0.72], [-1.52, 1.68, 1.32], [-0.47, 2.44, 0.99], [2.05, -1.15, -0.57], [0.69, -1.70, 0.47], [1.84, -3.31, -1.91], [0.40, -3.81, -0.87], [1.12, 2.64, -0.48], [0.80, 0.41, -1.51], [-0.55, -1.10, -0.31], [-2.55, -0.04, 1.17], [-2.13, 1.99, 2.21], [-0.29, 3.49, 1.28]]
}

---

5.
{
  "formula": "C21H41O3P3V",
  "method": "the ωB97M-V functional and the def2-TZVPD basis",
  "largest_force_ev_per_a": 13.244,
  "homo_lumo_gap_ev": [3.03, 3.12],
  "spin_multiplicity": 2,
  "charge": 4,
  "s_squared": 0.930,
  "species": ["P", "C", "H", "H", "H", "C", "H", "H", "H", "C", "H", "H", "H", "P", "C", "H", "H", "H", "C", "H", "H", "H", "C", "H", "H", "H", "P", "C", "H", "H", "H", "C", "H", "H", "H", "C", "H", "H", "H", "V", "C", "O", "C", "O", "C", "C", "C", "C", "C", "C", "H", "H", "H", "H", "H", "H", "C", "C", "C", "O", "C", "H", "H", "H", "H", "H", "H", "H", "H"],
  "coordinates": [[3.64, -0.65, 0.37], [3.91, -0.66, 2.12], [4.99, -0.78, 2.33], [3.35, -1.48, 2.60], [3.58, 0.32, 2.51], [3.86, -2.27, -0.36], [3.83, -2.21, -1.45], [3.03, -2.92, -0.02], [4.83, -2.64, 0.00], [4.75, 0.52, -0.44], [5.77, 0.11, -0.43], [4.74, 1.47, 0.11], [4.41, 0.68, -1.47], [-1.04, 3.83, -0.72], [-1.02, 4.36, 1.04], [-1.48, 5.34, 1.15], [0.00, 4.42, 1.42], [-1.58, 3.64, 1.65], [-0.29, 5.34, -1.47], [-0.30, 5.26, -2.56], [0.73, 5.51, -1.12], [-0.88, 6.23, -1.21], [-2.79, 4.24, -1.08], [-2.97, 5.32, -0.99], [-3.47, 3.74, -0.39], [-3.03, 3.96, -2.10], [-2.97, -2.55, 0.37], [-3.39, -2.31, 2.04], [-3.90, -3.23, 2.36], [-4.03, -1.43, 2.08], [-2.45, -2.14, 2.58], [-4.23, -2.42, -0.89], [-4.85, -3.32, -0.79], [-3.77, -2.36, -1.89], [-4.81, -1.50, -0.69], [-1.86, -3.92, 0.05], [-2.39, -4.81, 0.40], [-0.90, -3.80, 0.58], [-1.67, -3.99, -1.04], [0.42, -0.66, -2.37], [1.89, -0.49, -0.42], [1.10, -0.02, 0.39], [-1.96, -1.07, -0.05], [-1.59, 0.00, 0.28], [-1.19, -0.48, -3.40], [-0.53, -1.66, -3.75], [0.86, -1.68, -3.97], [1.59, -0.45, -3.86], [0.91, 0.75, -3.51], [-0.50, 0.73, -3.30], [-2.26, -0.52, -3.26], [-1.12, -2.56, -3.87], [1.37, -2.61, -4.14], [2.68, -0.48, -3.90], [1.46, 1.65, -3.28], [-1.02, 1.62, -3.02], [1.07, -1.25, 4.44], [1.38, -2.75, 4.20], [0.82, -3.06, 2.81], [0.06, -1.92, 2.34], [0.14, -0.84, 3.30], [0.59, -1.08, 5.41], [1.99, -0.65, 4.42], [0.85, -3.35, 4.96], [2.44, -2.98, 4.29], [1.63, -3.25, 2.08], [0.17, -3.95, 2.82], [-0.87, -0.62, 3.66], [0.51, 0.05, 2.78]]
}

---

6.
{
  "formula": "C7H9N",
  "method": "the ωB97M-V functional and the def2-TZVPD basis",
  "largest_force_ev_per_a": 19.475,
  "homo_lumo_gap_ev": 8.94,
  "e_above_lowest_ev": 4.158,
  "smiles": "CNc1ccccc1",
  "species": ["C", "C", "C", "C", "C", "C", "C", "H", "H", "H", "H", "H", "H", "H", "H", "H", "N"],
  "coordinates": [[-2.54, -0.10, -0.68], [-0.21, -0.24, 0.21], [0.57, -0.35, 1.37], [1.91, -0.10, 1.26], [2.43, 0.32, 0.05], [1.68, 0.50, -0.96], [0.31, 0.26, -0.96], [-2.45, -0.58, -1.35], [-3.49, -0.35, -0.47], [-2.41, 0.97, -0.95], [-1.94, -0.54, 1.34], [0.10, -0.71, 2.16], [2.57, -0.20, 2.35], [3.50, 0.51, -0.10], [1.96, 0.86, -1.80], [-0.40, 0.27, -1.80], [-1.61, -0.53, 0.32]]
}